Here is a gas-phase ion, C2H5O2S (charge -1) in a non-equilibrium geometry from the OMol25 dataset. Energies are from ωB97M-V with the def2-TZVPD basis set.

Element x y z (Å)
C 0.18186 1.58531 -0.19932
S -0.22461 -0.08467 -0.70363
C 0.15652 -1.02057 0.96543
O -1.68282 -0.30775 -0.95018
O 0.55329 -0.78991 -1.77854
H 1.09529 1.80609 -0.82778
H -0.67909 2.13232 -0.51941
H 0.69818 -2.01086 1.00411
H 0.73537 -0.19453 1.46241
H -0.83399 -1.11544 1.54690

Summary:
relative energy (zero: lowest compared OMol25 entry of this formula, charge and spin)	74.61	kcal per mole
charge	-1
SMILES	C=[S@@](C)(=O)[O-]